# 1
ORCA calculation (wB97M-V/def2-TZVPD) on a molecular structure, C24H39FGaN3O3S3Si at a distorted geometry.

Summary:
lowest unoccupied orbital energy (spin up / spin down)	-8.0 / -7.6	eV
HOMO energy (spin up / spin down)	-12.860 / -12.860	eV
F_max	1.3	eV/A
charge	+2

Element x y z (Å)
Ga 0.595 0.163 -0.269
C -1.499 2.408 4.112
Si 0.050 2.485 3.041
C 1.695 -0.082 3.205
C 0.994 4.113 3.175
N -0.431 2.004 1.427
C -1.301 2.784 0.764
C -1.732 4.083 1.181
C -2.656 4.813 0.479
C -3.213 4.314 -0.702
C -2.825 3.058 -1.166
C -1.915 2.344 -0.444
F -1.588 1.114 -0.906
H -1.265 2.533 5.169
H -2.039 1.467 3.992
H -2.180 3.212 3.826
H 2.446 -0.627 3.786
H 2.102 0.070 2.206
H 0.495 -1.499 2.248
H 1.569 4.159 4.101
H 0.340 4.986 3.168
H 1.696 4.231 2.346
H -1.310 4.504 2.082
H -2.948 5.787 0.846
H -3.946 4.890 -1.250
H -3.234 2.636 -2.073
C -1.747 -3.860 -2.664
C -0.265 -4.117 -2.925
S 0.834 -2.796 -2.305
C 1.523 -2.027 -3.808
C 0.496 -1.262 -4.623
S -0.156 0.172 -3.700
C -1.955 -0.025 -3.895
C -2.589 -1.123 -3.040
S -2.550 -2.758 -3.866
H -1.911 -3.463 -1.663
H -2.287 -4.803 -2.758
H -0.063 -4.255 -3.985
H 0.040 -5.021 -2.396
H 1.976 -2.819 -4.404
H 2.312 -1.368 -3.446
H -0.347 -1.898 -4.876
H 0.948 -0.891 -5.543
H -2.180 -0.177 -4.950
H -2.353 0.947 -3.601
H -3.646 -0.896 -2.895
H -2.101 -1.198 -2.070
O -2.861 -3.316 7.990
C -2.654 -1.951 8.157
N -1.507 -1.456 7.388
C -1.627 -1.217 6.074
O -2.664 -1.340 5.441
C -0.421 -0.691 5.324
C 0.361 0.311 5.923
C 1.164 1.223 5.280
C 1.456 1.281 3.857
N 0.514 -0.915 3.076
C -0.387 -1.147 4.002
H -3.353 -3.477 7.178
H -2.433 -1.779 9.207
H -3.517 -1.358 7.856
H -0.594 -1.554 7.803
H 0.226 0.443 6.989
H 1.574 2.023 5.888
H 2.348 1.886 3.688
H -1.187 -1.821 3.715
C 3.083 -3.707 1.702
C 3.250 -2.424 0.912
O 1.970 -1.891 0.482
H 4.044 -4.206 1.813
H 2.412 -4.392 1.179
H 2.678 -3.517 2.697
H 3.870 -2.590 0.030
H 3.711 -1.642 1.514
H 1.588 -2.566 -0.103


# 2
ORCA calculation (wB97M-V/def2-TZVPD) on a molecular structure, C24H39GeN7RhSSe2 at a distorted geometry.

Summary:
lowest unoccupied orbital energy	-9.2	eV
HOMO energy	-15.863	eV
F_max	1.3	eV/A
charge	+3

Element x y z (Å)
Rh -0.827 0.253 -0.347
C -2.933 1.118 3.436
C -2.257 0.546 2.237
N -2.003 1.165 1.140
N -2.365 2.470 0.925
C -2.009 3.072 -0.235
N -2.419 4.310 -0.439
S -1.066 2.281 -1.426
C -1.819 -0.876 2.229
C -2.111 -1.744 3.264
C -1.662 -3.060 3.193
C -0.930 -3.461 2.092
C -0.679 -2.538 1.085
N -1.118 -1.282 1.146
H -3.003 2.203 3.427
H -2.376 0.843 4.332
H -3.942 0.712 3.537
H -2.902 2.957 1.630
H -3.009 4.813 0.208
H -2.156 4.790 -1.287
H -2.681 -1.411 4.120
H -1.885 -3.754 3.993
H -0.558 -4.472 2.000
H -0.115 -2.806 0.199
C 1.691 2.480 4.755
Ge 2.715 1.105 3.835
C 4.109 1.848 2.698
C 3.283 -0.357 4.973
C 1.295 0.233 2.650
Se 1.301 0.849 0.821
C 2.693 -0.347 0.195
H 2.334 3.082 5.397
H 0.926 2.025 5.386
H 1.217 3.153 4.038
H 4.723 2.536 3.279
H 3.684 2.412 1.867
H 4.768 1.070 2.312
H 4.007 -0.010 5.710
H 3.751 -1.147 4.387
H 2.431 -0.772 5.511
H 0.328 0.491 3.081
H 1.400 -0.853 2.650
H 3.634 0.047 0.572
H 2.690 -0.363 -0.889
H 2.514 -1.348 0.580
C 1.485 -2.135 -4.761
N 2.063 -0.862 -4.327
C 3.121 -0.237 -4.951
C 3.359 0.901 -4.275
N 2.442 0.964 -3.240
C 2.397 2.100 -2.331
C 1.650 -0.121 -3.282
Se 0.135 -0.807 -2.340
H 2.040 -2.478 -5.628
H 0.439 -1.996 -5.032
H 1.567 -2.871 -3.964
H 3.601 -0.657 -5.817
H 4.090 1.675 -4.431
H 2.139 3.001 -2.884
H 3.371 2.230 -1.863
H 1.649 1.925 -1.570
N -2.799 -0.411 -1.145
C -2.981 -1.160 -2.370
C -2.691 -2.516 -2.379
C -2.859 -3.237 -3.553
C -3.306 -2.600 -4.702
C -3.593 -1.241 -4.678
C -3.431 -0.514 -3.508
H -3.363 0.434 -1.176
H -3.113 -0.968 -0.355
H -2.361 -3.015 -1.474
H -2.654 -4.299 -3.564
H -3.447 -3.165 -5.614
H -3.963 -0.749 -5.567
H -3.658 0.546 -3.488


# 3
ORCA calculation (wB97M-V/def2-TZVPD) on a molecular structure, C24H39N11NaOSSbSi3.

Summary:
lowest unoccupied orbital energy	3.7	eV
HOMO energy	-2.517	eV
F_max	0.4	eV/A
charge	-2

Element x y z (Å)
Na -0.001 -1.483 1.056
N -3.275 -2.036 2.751
C -2.324 -1.196 3.323
N -2.223 -1.076 4.638
N -1.321 -0.088 4.802
N -0.898 0.322 3.652
N -1.536 -0.346 2.658
C -3.172 -2.631 1.504
N -4.153 -3.381 1.000
N -3.715 -3.709 -0.223
N -2.549 -3.186 -0.419
N -2.155 -2.485 0.667
H -3.815 -2.555 3.424
C -4.736 3.646 0.238
Si -4.471 1.790 0.434
C -4.482 1.350 2.248
C -5.902 0.910 -0.413
Sb -2.308 0.896 -0.560
Si -0.787 2.898 -0.096
C 0.953 2.330 -0.513
C -1.157 4.428 -1.136
C -0.880 3.348 1.714
Si -2.771 1.393 -3.022
C -3.799 2.924 -3.425
C -3.683 -0.092 -3.731
C -1.118 1.513 -3.915
H -5.697 3.937 0.676
H -4.735 3.939 -0.814
H -3.949 4.209 0.744
H -5.383 1.740 2.735
H -3.601 1.733 2.768
H -4.465 0.264 2.375
H -6.848 1.177 0.068
H -5.777 -0.174 -0.340
H -5.972 1.172 -1.473
H 1.027 1.996 -1.552
H 1.250 1.492 0.123
H 1.670 3.142 -0.357
H -1.050 4.216 -2.203
H -0.460 5.233 -0.880
H -2.174 4.788 -0.962
H -0.647 2.486 2.346
H -1.879 3.701 1.985
H -0.165 4.144 1.949
H -4.791 2.851 -2.971
H -3.930 3.043 -4.505
H -3.320 3.823 -3.033
H -4.657 -0.229 -3.256
H -3.105 -1.003 -3.558
H -3.836 0.022 -4.809
H -0.543 2.375 -3.565
H -1.255 1.612 -4.997
H -0.520 0.618 -3.725
N -0.567 -2.222 -2.127
C -0.183 -2.313 -3.409
C 1.030 -1.663 -3.519
C 1.290 -1.202 -2.216
N 0.322 -1.554 -1.384
H -1.383 -2.657 -1.652
H -0.785 -2.835 -4.135
H 1.631 -1.539 -4.403
H 2.140 -0.658 -1.834
C 9.466 -1.331 2.674
C 10.216 -2.597 2.342
O 11.403 -2.709 2.544
S 9.362 -3.996 1.644
C 7.664 -3.519 1.558
C 6.795 -3.813 2.609
C 5.471 -3.418 2.561
C 4.954 -2.716 1.454
C 5.844 -2.450 0.394
C 7.167 -2.842 0.445
C 3.601 -2.299 1.398
C 2.435 -1.902 1.327
H 9.635 -1.119 3.730
H 8.401 -1.381 2.471
H 9.914 -0.522 2.096
H 7.170 -4.347 3.474
H 4.802 -3.642 3.380
H 5.464 -1.922 -0.470
H 7.831 -2.621 -0.383


Question: Look up the charge of the first one.
Answer: +2


What did the second record say?
ORCA calculation (wB97M-V/def2-TZVPD) on a molecular structure, C24H39GeN7RhSSe2 at a distorted geometry.

Summary:
lowest unoccupied orbital energy	-9.2	eV
HOMO energy	-15.863	eV
F_max	1.3	eV/A
charge	+3

Element x y z (Å)
Rh -0.827 0.253 -0.347
C -2.933 1.118 3.436
C -2.257 0.546 2.237
N -2.003 1.165 1.140
N -2.365 2.470 0.925
C -2.009 3.072 -0.235
N -2.419 4.310 -0.439
S -1.066 2.281 -1.426
C -1.819 -0.876 2.229
C -2.111 -1.744 3.264
C -1.662 -3.060 3.193
C -0.930 -3.461 2.092
C -0.679 -2.538 1.085
N -1.118 -1.282 1.146
H -3.003 2.203 3.427
H -2.376 0.843 4.332
H -3.942 0.712 3.537
H -2.902 2.957 1.630
H -3.009 4.813 0.208
H -2.156 4.790 -1.287
H -2.681 -1.411 4.120
H -1.885 -3.754 3.993
H -0.558 -4.472 2.000
H -0.115 -2.806 0.199
C 1.691 2.480 4.755
Ge 2.715 1.105 3.835
C 4.109 1.848 2.698
C 3.283 -0.357 4.973
C 1.295 0.233 2.650
Se 1.301 0.849 0.821
C 2.693 -0.347 0.195
H 2.334 3.082 5.397
H 0.926 2.025 5.386
H 1.217 3.153 4.038
H 4.723 2.536 3.279
H 3.684 2.412 1.867
H 4.768 1.070 2.312
H 4.007 -0.010 5.710
H 3.751 -1.147 4.387
H 2.431 -0.772 5.511
H 0.328 0.491 3.081
H 1.400 -0.853 2.650
H 3.634 0.047 0.572
H 2.690 -0.363 -0.889
H 2.514 -1.348 0.580
C 1.485 -2.135 -4.761
N 2.063 -0.862 -4.327
C 3.121 -0.237 -4.951
C 3.359 0.901 -4.275
N 2.442 0.964 -3.240
C 2.397 2.100 -2.331
C 1.650 -0.121 -3.282
Se 0.135 -0.807 -2.340
H 2.040 -2.478 -5.628
H 0.439 -1.996 -5.032
H 1.567 -2.871 -3.964
H 3.601 -0.657 -5.817
H 4.090 1.675 -4.431
H 2.139 3.001 -2.884
H 3.371 2.230 -1.863
H 1.649 1.925 -1.570
N -2.799 -0.411 -1.145
C -2.981 -1.160 -2.370
C -2.691 -2.516 -2.379
C -2.859 -3.237 -3.553
C -3.306 -2.600 -4.702
C -3.593 -1.241 -4.678
C -3.431 -0.514 -3.508
H -3.363 0.434 -1.176
H -3.113 -0.968 -0.355
H -2.361 -3.015 -1.474
H -2.654 -4.299 -3.564
H -3.447 -3.165 -5.614
H -3.963 -0.749 -5.567
H -3.658 0.546 -3.488


Question: What is the F_max in the third record?
Answer: 0.4 eV/A


Question: Among the records above, which one has the lowest F_max?
Answer: C24H39N11NaOSSbSi3